Record 1
A structure of composition C23H20MoN2O6S. Source: the OMol25 dataset; level of theory: ωB97M-V with the def2-TZVPD basis set.

The geometry in ORCA input format:
```
! RIJCOSX wB97M-V def2-TZVPD def2/J DEFGRID3
* xyz 0 3
Mo 1.2287 0.9123 -0.0984
O -2.0301 2.0011 2.3298
C -0.7539 2.2532 2.1300
O -0.2847 3.0666 1.3729
C 0.1851 1.3365 2.8745
C 0.0702 0.9085 4.1769
C 1.1171 0.1582 4.7146
C 2.2367 -0.1182 3.9464
C 2.2556 0.3212 2.6338
N 1.2344 0.9967 2.1190
C 3.4473 0.1905 1.6868
O 4.4832 -0.2864 2.0734
O 3.1934 0.7132 0.5221
H -2.4958 2.2590 1.4909
H -0.8031 1.1704 4.7565
H 1.0620 -0.1855 5.7389
H 3.0929 -0.6567 4.3270
O -2.6015 2.2196 -0.2711
C -1.5548 1.9546 -0.8436
O -0.7224 1.0550 -0.3780
C -1.2042 2.6123 -2.1391
C -2.2757 3.1760 -2.8330
C -2.0960 3.8036 -4.0505
C -0.8202 3.8961 -4.5857
C 0.2565 3.3591 -3.9033
C 0.0797 2.7052 -2.6848
S 1.6035 2.0889 -1.9874
H -3.2565 3.1047 -2.3839
H -2.9440 4.2235 -4.5747
H -0.6596 4.3917 -5.5342
H 1.2561 3.4397 -4.3102
C -1.9999 -3.7804 0.5723
N -1.8482 -2.3415 0.6311
C -2.3912 -1.6944 -0.5487
C -0.5307 -1.8514 1.0182
C 0.6187 -2.0938 0.0412
C 1.0415 -3.4164 -0.1309
C 2.0373 -3.7558 -1.0259
C 2.6698 -2.7606 -1.7616
C 2.3210 -1.4422 -1.5511
C 1.3006 -1.0812 -0.6560
H -3.0643 -4.0187 0.5350
H -1.5847 -4.2358 1.4739
H -1.5253 -4.2469 -0.3037
H -3.3824 -2.1038 -0.7478
H -1.7742 -1.8450 -1.4483
H -2.4927 -0.6263 -0.3717
H -0.2778 -2.3273 1.9713
H -0.6482 -0.7836 1.2085
H 0.5826 -4.1952 0.4638
H 2.3313 -4.7914 -1.1395
H 3.4543 -3.0094 -2.4642
H 2.8628 -0.6694 -2.0817
*
```

The total energy is -52133.3690 eV. The value obtained for the HOMO energy (alpha / beta) is -8.3 / -8.4 eV. The gap between HOMO and LUMO (alpha / beta) is 0.2500 / 0.2682 hartree. The LUMO energy (alpha / beta) comes out at -1.477 / -1.079 eV. Its expectation value of S² is 2.020. For the energy above the lowest of the compared OMol25 structures with the same formula, charge and spin, the calculation gives 9.1 kcal per mole.

Atom charges from the natural (NBO) analysis, given in e for atoms 1 to 6: number 1, Mo, carries 1.29; number 2, O, carries -0.67; number 3, C, carries 0.79; number 4, O, carries -0.57; number 5, C, carries 0.13; number 6, C, carries -0.21

***

Record 2
An isolated molecule of C23H20N2O3 at a distorted geometry. Source: the OMol25 dataset; level of theory: ωB97M-V with the def2-TZVPD basis set.

The geometry in ORCA input format:
```
! RIJCOSX wB97M-V def2-TZVPD def2/J DEFGRID3
* xyz 0 1
C -2.3522 2.7499 0.8804
C -1.0865 2.1520 1.3631
C -0.2183 1.2404 0.7725
C -0.3769 0.4706 -0.5117
O -0.4403 -0.9890 0.0866
C -0.8330 -1.9952 -0.7310
C 0.1571 -2.9463 -1.1424
C -0.2026 -4.0577 -1.9051
C -1.5265 -4.2674 -2.3296
C -2.5097 -3.3417 -1.9146
N -3.8550 -3.5232 -2.3786
O -4.7569 -2.8020 -1.8877
O -4.0845 -4.3965 -3.2503
C -2.1760 -2.2206 -1.1081
C 0.7589 0.5390 -1.5270
C 1.9285 1.3062 -1.3379
C 3.0672 0.9739 -2.1138
C 2.9591 -0.0079 -3.1205
C 1.6828 -0.4633 -3.5064
C 0.5529 -0.0135 -2.8073
C 0.9438 1.1131 1.6261
C 2.0863 0.3095 1.5877
C 2.9363 0.3006 2.7021
C 2.6153 1.0278 3.8666
C 1.4428 1.7961 3.9398
C 0.6458 1.8735 2.8020
N -0.5988 2.4556 2.6252
C -1.3313 3.1447 3.6663
H -2.4721 2.6141 -0.2010
H -3.2008 2.2686 1.3927
H -2.3845 3.8297 1.1046
H -1.3923 0.6030 -0.9630
H 1.2050 -2.7303 -0.8872
H 0.5646 -4.7960 -2.1735
H -1.7994 -5.1062 -2.9871
H -2.9743 -1.5449 -0.7948
H 2.0168 2.0676 -0.5410
H 4.0308 1.4534 -1.8880
H 3.8624 -0.3890 -3.6204
H 1.5670 -1.1716 -4.3334
H -0.4733 -0.1792 -3.1816
H 2.2981 -0.2579 0.6721
H 3.8373 -0.3108 2.6600
H 3.2876 0.9666 4.7162
H 1.1580 2.3138 4.8478
H -0.7380 3.0793 4.5781
H -1.5163 4.1956 3.4089
H -2.3050 2.6656 3.8444
*
```

The total energy is -33294.4439 eV. The value obtained for the HOMO energy is -7.8 eV. The gap between HOMO and LUMO is 0.2623 hartree. The LUMO energy comes out at -0.709 eV. The structure (SMILES) is Cc1c([C@H](Oc2cccc([N+](=O)[O-])c2)c2ccccc2)c2ccccc2n1C. For the energy above the lowest of the compared OMol25 structures with the same formula, charge and spin, the calculation gives 109.1 kcal per mole.

Atom charges from the natural (NBO) analysis, given in e for atoms 1 to 6: number 1, C, carries -0.66; number 2, C, carries 0.23; number 3, C, carries -0.16; number 4, C, carries 0.08; number 5, O, carries -0.57; number 6, C, carries 0.39

***

Record 3
A structure of composition C23H20N3O7PdS. Source: the OMol25 dataset; level of theory: ωB97M-V with the def2-TZVPD basis set.

The geometry in ORCA input format:
```
! RIJCOSX wB97M-V def2-TZVPD def2/J DEFGRID3
* xyz 1 1
Pd -0.4930 0.0033 -0.0108
O 3.1028 2.3236 -1.2050
C 2.2763 1.9156 -0.5192
O 1.4170 1.5034 0.1552
C 0.1727 1.6574 -3.6085
O 0.7166 2.3024 -4.3954
O -0.3514 1.0073 -2.7975
O -3.8310 -1.5344 1.3212
C -2.9865 -0.8877 0.7632
O -1.8021 -1.3728 0.4335
C -3.2263 0.5282 0.2885
C -4.5389 0.9973 0.1468
C -4.7355 2.2005 -0.4700
C -3.6224 2.9637 -0.8873
C -3.7472 4.2306 -1.5098
C -2.6386 4.9602 -1.8219
C -1.3503 4.4710 -1.5008
C -1.1967 3.2463 -0.9200
C -2.3318 2.4517 -0.6405
N -2.1682 1.2190 -0.0847
H -5.3457 0.3759 0.5069
H -5.7340 2.5855 -0.6356
H -4.7392 4.6149 -1.7100
H -2.7391 5.9285 -2.2921
H -0.4827 5.0856 -1.7018
H -0.2203 2.8804 -0.6252
C -0.3522 -2.3610 -3.6779
C 0.6706 -3.4908 -3.6205
C 0.6673 -4.2281 -2.2895
N 1.1767 -3.3361 -1.2385
C 0.6069 -2.9832 -0.1145
S 1.1122 -1.5049 0.6861
N -0.3335 -3.7183 0.5039
C -0.4975 -5.1378 0.4735
O 0.3349 -5.8397 -0.0349
C -1.7139 -5.6122 1.1670
C -1.6763 -6.8843 1.7344
C -2.7939 -7.3727 2.3859
C -3.9472 -6.5998 2.4587
C -3.9876 -5.3367 1.8855
C -2.8682 -4.8348 1.2426
H -0.1182 -1.6531 -4.4713
H -0.3907 -1.8009 -2.7397
H -1.3533 -2.7505 -3.8660
H 1.6793 -3.1191 -3.8283
H 0.4677 -4.2322 -4.3949
H 1.2757 -5.1297 -2.3155
H -0.3439 -4.5246 -2.0214
H 1.9375 -2.7277 -1.5094
H -0.8773 -3.2001 1.1810
H -0.7715 -7.4719 1.6565
H -2.7699 -8.3559 2.8354
H -4.8197 -6.9850 2.9697
H -4.8866 -4.7389 1.9449
H -2.9038 -3.8472 0.7988
*
```

The total energy is -57290.8661 eV. The value obtained for the HOMO energy is -11.9 eV. The gap between HOMO and LUMO is 0.2759 hartree. The LUMO energy comes out at -4.363 eV. For the energy above the lowest of the compared OMol25 structures with the same formula, charge and spin, the calculation gives 1.0 kcal per mole.

Atom charges from the natural (NBO) analysis, given in e for atoms 1 to 6: number 1, Pd, carries 0.88; number 2, O, carries -0.44; number 3, C, carries 1.06; number 4, O, carries -0.58; number 5, C, carries 1.03; number 6, O, carries -0.47

***

Record 4
An isolated molecule of C23H20N6O2S. Source: the OMol25 dataset; level of theory: ωB97M-V with the def2-TZVPD basis set.

The geometry in ORCA input format:
```
! RIJCOSX wB97M-V def2-TZVPD def2/J DEFGRID3
* xyz 0 1
C -5.4460 -0.9454 2.5300
C -6.1663 -0.1623 1.7478
C -5.8199 1.2548 1.4621
S -5.2779 1.4307 -0.2908
C -3.6779 0.7672 -0.1836
N -3.1444 0.5134 1.0042
N -2.0667 -0.2058 1.0268
C -1.4299 -0.6054 -0.0692
C -1.8437 0.0245 -1.2855
N -3.0127 0.6264 -1.3242
O -1.1278 0.1754 -2.4044
C 0.2226 -0.2382 -2.4020
C 1.0689 0.5214 -1.4145
C 0.8469 1.6702 -0.7179
C -0.2990 2.6161 -0.6735
N 1.9695 1.9679 0.0058
N 2.8721 0.9301 -0.1292
C 4.1284 0.9710 0.4797
C 4.8551 -0.2057 0.6436
C 6.0940 -0.1635 1.2539
C 6.6135 1.0354 1.7146
C 5.8890 2.2034 1.5516
C 4.6519 2.1794 0.9341
C 2.3925 0.0283 -1.0698
O 3.0030 -0.9325 -1.5027
N 0.3255 -1.6660 -2.2074
C 0.3605 -2.1743 -0.9192
C 1.1865 -3.2688 -0.6548
C 1.2750 -3.8080 0.6078
C 0.5386 -3.2558 1.6497
C -0.3017 -2.1973 1.3990
C -0.4242 -1.6415 0.1175
H -5.7121 -1.9744 2.7020
H -4.5591 -0.5845 3.0223
H -7.0424 -0.5368 1.2351
H -6.6872 1.9095 1.5406
H -5.0039 1.6101 2.0864
H 0.5522 -0.0178 -3.4266
H -0.9417 2.3985 0.1814
H -0.8954 2.5472 -1.5788
H 0.0695 3.6345 -0.5664
H 1.9353 2.4573 0.8891
H 4.4485 -1.1334 0.2779
H 6.6558 -1.0773 1.3742
H 7.5800 1.0607 2.1942
H 6.2897 3.1439 1.8996
H 4.1093 3.1015 0.7866
H 1.0234 -2.0942 -2.7998
H 1.7796 -3.6707 -1.4626
H 1.9272 -4.6493 0.7886
H 0.6163 -3.6620 2.6465
H -0.9029 -1.7706 2.1861
*
```

The total energy is -48045.0031 eV. The value obtained for the HOMO energy is -7.9 eV. The gap between HOMO and LUMO is 0.2976 hartree. The LUMO energy comes out at 0.148 eV. The structure (SMILES) is C=CCSc1nnc2c(n1)O[C@@H](c1c(C)[nH]n(-c3ccccc3)c1=O)Nc1ccccc1-2. For the energy above the lowest of the compared OMol25 structures with the same formula, charge and spin, the calculation gives 36.3 kcal per mole.

Atom charges from the natural (NBO) analysis, given in e for atoms 1 to 6: number 1, C, carries -0.37; number 2, C, carries -0.21; number 3, C, carries -0.55; number 4, S, carries 0.29; number 5, C, carries 0.21; number 6, N, carries -0.31

***

Record 5
A structure of composition C23H21BiN8O4S4Se. Source: the OMol25 dataset; level of theory: ωB97M-V with the def2-TZVPD basis set.

The geometry in ORCA input format:
```
! RIJCOSX wB97M-V def2-TZVPD def2/J DEFGRID3
* xyz -2 1
Bi 1.2062 -0.4213 -0.4276
N -1.3878 0.4917 -1.8527
C -1.4960 -0.0757 -3.1964
C -1.5254 -1.6082 -3.1704
C -0.1575 -2.2961 -3.4175
O -0.0918 -3.0789 -4.3740
O 0.7571 -1.9992 -2.6035
H -1.9816 -0.0001 -1.1947
H -1.6409 1.4737 -1.8206
H -0.6217 0.2557 -3.7677
H -2.3881 0.2882 -3.7294
H -2.2308 -1.9816 -3.9160
H -1.8780 -1.9393 -2.1874
O 7.5937 -2.7809 -2.6139
C 6.5398 -2.3521 -2.2013
S 5.8893 -0.7683 -2.6083
C 4.4119 -0.8650 -1.6581
C 4.2166 -2.0040 -0.9741
S 2.8816 -2.4334 0.0741
S 5.4657 -3.2347 -1.1230
S 3.3980 0.5591 -1.6763
Se -5.2188 -3.0734 4.7305
N -4.6114 -1.3943 4.3626
C -3.6302 -1.5718 3.4622
C -2.9009 -0.4803 2.8805
C -3.2084 0.8533 3.2008
C -2.5192 1.8703 2.5976
C -1.5112 1.5477 1.6761
N -1.1888 0.3110 1.3665
C -1.8608 -0.7030 1.9467
C -1.5367 -2.0638 1.5546
N -0.5379 -2.2732 0.6652
C -0.3134 -3.4914 0.2208
C -1.0378 -4.6057 0.6690
C -2.0115 -4.4236 1.6134
C -2.2933 -3.1292 2.0817
C -3.3345 -2.8989 3.0572
N -4.0475 -3.8914 3.5963
H -4.0006 1.0373 3.9153
H -2.7403 2.9085 2.8147
H -0.9551 2.3257 1.1712
H 0.4675 -3.5895 -0.5235
H -0.8104 -5.5843 0.2686
H -2.5910 -5.2473 2.0106
C 0.8352 5.7832 -0.6336
N 1.5582 4.5353 -0.5322
C 2.0230 4.1540 0.8042
C 1.8383 2.6672 0.7544
O 2.2458 1.8973 1.7436
N 1.2010 2.2923 -0.3381
C 0.9821 3.3732 -1.0742
N 0.4793 3.3658 -2.3734
H 1.4867 6.6105 -0.3467
H -0.0545 5.7993 0.0157
H 0.5107 5.9436 -1.6602
H 1.4029 4.6243 1.5923
H 3.0631 4.4445 0.9869
H 0.3347 2.4033 -2.6637
H 1.1348 3.7979 -3.0227
C 2.0419 0.4519 1.6146
H 1.3366 0.1874 2.4050
H 3.0119 0.0067 1.8283
*
```

The total energy is -158831.4328 eV. The value obtained for the HOMO energy (alpha / beta) is -1.3 / -0.6 eV. The gap between HOMO and LUMO (alpha / beta) is 0.1956 / 0.1632 hartree. The LUMO energy (alpha / beta) comes out at 3.997 / 3.859 eV. For the energy above the lowest of the compared OMol25 structures with the same formula, charge and spin, the calculation gives 63.1 kcal per mole.

Atom charges from the natural (NBO) analysis, given in e for atoms 1 to 6: number 1, Bi, carries 1.58; number 2, N, carries -0.84; number 3, C, carries -0.21; number 4, C, carries -0.53; number 5, C, carries 0.78; number 6, O, carries -0.74

***

Record 6
An isolated molecule of C23H21ClN6O5S at a distorted geometry. Source: the OMol25 dataset; level of theory: ωB97M-V with the def2-TZVPD basis set.

The geometry in ORCA input format:
```
! RIJCOSX wB97M-V def2-TZVPD def2/J DEFGRID3
* xyz 0 1
O 1.9824 3.5454 -3.3042
C 2.1889 3.0748 -2.2170
O 2.5358 3.7895 -1.1500
C 2.0887 1.6165 -1.9155
C 1.5139 0.7788 -2.8673
C 1.4072 -0.5801 -2.6259
C 1.8859 -1.1117 -1.4387
C 2.4504 -0.2714 -0.4966
S 3.2236 -0.9711 0.9710
O 3.9219 -2.1452 0.5416
O 3.9320 0.0818 1.6354
N 2.0574 -1.4802 2.0266
C 1.3010 -2.6757 1.7583
C -0.1148 -2.3335 1.2993
C -0.7938 -1.4464 2.3404
C 0.0250 -0.1811 2.6257
C -0.0568 0.8196 1.5089
N -0.6461 0.5124 0.3988
C -0.7530 1.5411 -0.4722
C -0.2918 2.8524 -0.2846
N -0.6407 3.5666 -1.3806
N -1.2622 2.8061 -2.1828
N -1.3543 1.5674 -1.6765
C -2.0455 0.5215 -2.3830
C -2.6874 -0.4598 -1.4429
C -2.3680 -1.8091 -1.5061
C -2.9674 -2.7266 -0.6620
C -3.8924 -2.3004 0.2747
C -4.2212 -0.9592 0.3602
C -3.6255 -0.0494 -0.4981
Cl -4.0682 1.6213 -0.3812
C 0.3916 3.1978 0.9345
O 0.8600 4.2408 1.3100
N 0.4478 2.0558 1.7704
C 1.4803 -0.5709 2.9697
C 2.5594 1.0848 -0.7181
H 2.5072 4.7402 -1.3415
H 1.1689 1.2189 -3.7917
H 0.9797 -1.2319 -3.3735
H 1.8579 -2.1730 -1.2506
H 1.2598 -3.2720 2.6787
H 1.8574 -3.2392 1.0101
H -0.0880 -1.7993 0.3506
H -0.6909 -3.2493 1.1670
H -0.9015 -2.0027 3.2741
H -1.7852 -1.1640 1.9861
H -0.3924 0.3148 3.5113
H -2.7982 1.0186 -3.0044
H -1.3384 0.0030 -3.0381
H -1.6434 -2.1430 -2.2335
H -2.7131 -3.7725 -0.7370
H -4.3622 -3.0087 0.9396
H -4.9429 -0.6140 1.0837
H 0.9049 2.2195 2.6607
H 1.4776 -1.0520 3.9561
H 2.1440 0.2939 3.0092
H 3.0347 1.7099 0.0210
*
```

The total energy is -66728.7995 eV. The value obtained for the HOMO energy is -9.2 eV. The gap between HOMO and LUMO is 0.3374 hartree. The LUMO energy comes out at 0.020 eV. The structure (SMILES) is O=C(O)c1cccc(S(=O)(=O)N2CCC[C@H](c3nc4c(nnn4Cc4ccccc4Cl)c(=O)[nH]3)C2)c1.

Atom charges from the natural (NBO) analysis, given in e for atoms 1 to 6: number 1, O, carries -0.57; number 2, C, carries 0.78; number 3, O, carries -0.68; number 4, C, carries -0.17; number 5, C, carries -0.15; number 6, C, carries -0.25